Computed, not measured: a molecular structure, C30H36FIrN9O4S2 at a distorted geometry, with ωB97M-V with the def2-TZVPD basis set.

The geometry in XYZ format:
```
83
Properties=species:S:1:pos:R:3
Ir -2.40 -1.18 -1.80
C -0.09 6.13 -0.05
C -1.07 5.45 0.90
N -1.10 4.01 0.68
C -1.98 3.54 -0.22
C -2.12 2.22 -0.57
C -3.26 1.90 -1.57
O -4.14 2.74 -1.64
O -3.20 0.82 -2.21
C -1.32 1.23 0.05
O -1.36 -0.01 -0.12
C -0.36 1.75 1.02
C 0.49 0.86 1.68
C 1.40 1.29 2.60
F 2.16 0.35 3.19
C 1.55 2.66 2.92
C 0.72 3.55 2.23
C -0.25 3.13 1.31
N 2.50 3.14 3.82
C 2.19 4.22 4.72
C 3.39 5.19 4.80
N 4.65 4.42 4.61
C 4.52 3.07 5.21
C 3.52 2.25 4.38
H -0.10 7.21 0.12
H -0.38 5.95 -1.08
H 0.92 5.77 0.10
H -2.08 5.84 0.73
H -0.81 5.66 1.94
H -2.63 4.26 -0.70
H 0.40 -0.20 1.48
H 0.85 4.60 2.39
H 1.96 3.83 5.72
H 1.31 4.77 4.39
H 3.40 5.68 5.77
H 3.33 5.95 4.02
H 5.44 4.93 5.03
H 4.84 4.31 3.61
H 4.20 3.17 6.24
H 5.48 2.56 5.21
H 3.09 1.48 5.03
H 4.03 1.75 3.55
C -6.05 0.17 -0.50
S -5.84 -1.60 -0.91
C -6.32 -2.25 0.73
O -4.34 -1.83 -0.91
H -7.10 0.35 -0.28
H -5.76 0.77 -1.35
H -5.44 0.42 0.36
H -7.39 -2.10 0.87
H -5.76 -1.75 1.51
H -6.11 -3.31 0.75
N -0.69 -1.13 -7.16
C 0.41 -0.84 -6.47
N 1.52 -0.49 -7.12
N 0.46 -0.89 -5.15
C -0.37 -1.21 -4.27
N -1.00 -1.53 -3.33
H -0.69 -1.09 -8.17
H -1.54 -1.39 -6.70
H 1.54 -0.43 -8.12
H 2.33 -0.21 -6.60
S 0.58 -7.08 0.08
C -0.32 -5.59 -0.39
C -1.36 -5.64 -1.30
C -2.03 -4.47 -1.61
N -1.73 -3.30 -1.05
C -0.75 -3.26 -0.15
C -0.02 -4.37 0.22
C 1.96 -6.91 -1.07
C 1.87 -7.53 -2.31
C 2.96 -7.43 -3.16
N 4.04 -6.77 -2.83
C 4.15 -6.20 -1.65
C 3.12 -6.24 -0.72
H -1.64 -6.58 -1.77
H -2.85 -4.47 -2.32
H -0.57 -2.29 0.30
H 0.76 -4.29 0.96
H 0.99 -8.09 -2.59
H 2.95 -7.89 -4.14
H 5.09 -5.71 -1.44
H 3.24 -5.79 0.25
```

As for the total charge: +3. The HOMO-LUMO gap (spin up / spin down) comes out at 7.666 / 4.977 eV. The value obtained for the lowest unoccupied orbital energy (spin up / spin down) is -6.78 / -9.47 eV. Its spin multiplicity is 5. The energy relative to the best compared isomer or geometry (same formula, charge and spin) comes out at 1.420 eV. As for the expectation value of S²: 6.011.

=====

Computed, not measured: 4 unconnected molecules or ions with the total composition C49H111OP3 at a distorted geometry, with ωB97M-V with the def2-TZVPD basis set.

The geometry in XYZ format:
```
164
Properties=species:S:1:pos:R:3
C -7.59 -10.75 14.58
O -8.72 -11.44 14.14
H -7.58 -10.55 15.67
H -6.67 -11.31 14.35
H -7.61 -9.73 14.17
C -5.68 -14.53 17.49
C -5.98 -13.30 18.29
C -4.80 -12.31 18.32
C -4.72 -11.51 19.62
P -6.17 -10.34 19.83
C -6.54 -9.64 18.23
C -5.41 -9.04 17.37
C -5.39 -7.51 17.20
C -6.76 -7.02 16.63
C -7.66 -11.11 20.50
C -7.42 -11.83 21.85
C -8.69 -12.22 22.62
C -9.67 -11.09 22.96
C -5.76 -8.84 20.89
C -6.96 -8.02 21.34
C -6.51 -6.59 21.77
C -7.70 -5.87 22.37
H -4.80 -15.02 17.93
H -5.48 -14.31 16.45
H -6.47 -15.27 17.64
H -6.28 -13.52 19.32
H -6.91 -12.87 17.89
H -4.74 -11.61 17.49
H -3.84 -12.83 18.25
H -3.95 -10.73 19.68
H -4.69 -12.06 20.57
H -7.29 -8.88 18.48
H -7.05 -10.43 17.66
H -5.59 -9.45 16.37
H -4.43 -9.42 17.66
H -4.69 -7.30 16.39
H -5.18 -7.00 18.13
H -7.48 -7.14 17.44
H -7.07 -7.63 15.78
H -6.61 -6.02 16.23
H -8.05 -11.77 19.72
H -8.42 -10.33 20.60
H -6.78 -11.22 22.49
H -6.84 -12.74 21.68
H -8.40 -12.63 23.58
H -9.22 -13.02 22.10
H -9.18 -10.23 23.43
H -10.43 -11.40 23.67
H -10.16 -10.69 22.07
H -5.20 -8.24 20.17
H -5.11 -9.10 21.72
H -7.57 -8.45 22.13
H -7.57 -7.81 20.45
H -5.95 -6.17 20.93
H -5.77 -6.74 22.56
H -7.52 -4.89 22.81
H -8.07 -6.49 23.19
H -8.55 -5.74 21.70
C -5.60 -11.60 9.43
C -7.12 -11.63 9.68
C -7.41 -12.87 10.54
C -8.82 -12.90 11.13
P -9.17 -14.28 12.29
C -10.80 -14.04 12.99
C -11.98 -13.78 12.02
C -13.31 -13.52 12.72
C -13.98 -14.80 13.19
C -7.97 -14.60 13.57
C -8.53 -15.50 14.71
C -8.96 -14.71 15.90
C -9.62 -15.59 16.98
C -9.29 -15.87 11.37
C -7.98 -16.60 11.01
C -8.22 -17.80 10.08
C -8.98 -18.94 10.75
H -5.01 -11.37 10.33
H -5.31 -10.86 8.69
H -5.20 -12.59 9.19
H -7.60 -11.65 8.70
H -7.25 -10.67 10.18
H -6.70 -12.96 11.36
H -7.22 -13.71 9.87
H -9.49 -12.77 10.28
H -8.83 -12.00 11.78
H -10.74 -13.11 13.57
H -11.10 -14.79 13.72
H -12.05 -14.57 11.27
H -11.79 -12.90 11.40
H -13.96 -12.97 12.02
H -13.18 -12.78 13.52
H -13.97 -15.50 12.36
H -15.01 -14.72 13.55
H -13.34 -15.22 13.97
H -7.65 -13.63 13.99
H -7.00 -14.87 13.16
H -7.73 -16.17 15.02
H -9.33 -16.15 14.34
H -9.57 -13.83 15.70
H -8.05 -14.34 16.38
H -10.62 -15.95 16.72
H -9.68 -15.11 17.96
H -9.08 -16.54 17.09
H -9.85 -15.66 10.45
H -9.90 -16.51 12.00
H -7.45 -16.99 11.89
H -7.28 -15.89 10.57
H -7.30 -18.13 9.61
H -8.80 -17.50 9.20
H -8.38 -19.32 11.58
H -9.24 -19.76 10.08
H -9.94 -18.64 11.17
C -13.33 -8.86 10.32
C -12.68 -9.74 11.38
C -12.36 -8.91 12.65
C -11.71 -9.81 13.67
P -11.55 -9.14 15.37
C -11.15 -10.58 16.45
C -12.23 -11.32 17.22
C -11.76 -12.62 17.86
C -10.68 -12.36 18.92
C -10.26 -7.84 15.50
C -10.66 -6.54 14.83
C -9.56 -5.48 14.84
C -9.77 -4.31 13.89
C -13.11 -8.38 15.96
C -13.06 -7.73 17.34
C -14.45 -7.24 17.80
C -14.37 -6.69 19.19
H -12.69 -8.02 10.05
H -14.32 -8.54 10.63
H -13.57 -9.42 9.41
H -13.32 -10.53 11.78
H -11.76 -10.24 11.05
H -11.72 -8.08 12.31
H -13.29 -8.46 13.00
H -12.27 -10.74 13.82
H -10.70 -10.13 13.37
H -10.31 -10.38 17.13
H -10.62 -11.24 15.74
H -13.02 -11.58 16.50
H -12.86 -10.67 17.84
H -11.30 -13.24 17.09
H -12.60 -13.15 18.31
H -9.72 -12.17 18.44
H -10.64 -13.18 19.64
H -10.89 -11.51 19.58
H -10.11 -7.67 16.57
H -9.35 -8.21 15.03
H -10.94 -6.79 13.80
H -11.57 -6.19 15.31
H -9.33 -5.19 15.88
H -8.60 -5.95 14.60
H -9.78 -4.70 12.87
H -8.86 -3.71 13.87
H -10.57 -3.64 14.18
H -13.89 -9.14 15.86
H -13.32 -7.66 15.15
H -12.35 -6.90 17.34
H -12.64 -8.43 18.06
H -15.16 -8.07 17.75
H -14.86 -6.52 17.09
H -15.35 -6.35 19.54
H -13.70 -5.83 19.25
H -14.05 -7.37 19.99
```

As for the total charge: +2. The HOMO-LUMO gap comes out at 7.406 eV. The value obtained for the lowest unoccupied orbital energy is -3.65 eV. The energy relative to the best compared isomer or geometry (same formula, charge and spin) comes out at 0.000 eV.

=====

Computed, not measured: a molecular structure, C7H6ClF3N3O at a distorted geometry, with ωB97M-V with the def2-TZVPD basis set.

The geometry in XYZ format:
```
21
Properties=species:S:1:pos:R:3
C -0.87 -1.22 -0.09
C 0.21 -0.36 -0.07
C -2.06 -0.35 -0.08
C 2.33 1.59 0.12
C 0.41 2.00 -0.28
C 1.63 -0.77 0.27
C -3.43 -0.92 -0.08
N -1.68 0.89 -0.16
N -0.32 0.91 -0.07
N 2.48 0.28 -0.46
O 1.94 -0.89 1.59
F -4.29 0.04 -0.05
F -3.62 -1.56 -1.21
F -3.64 -1.72 0.96
Cl -0.15 3.52 -0.12
H -0.88 -2.24 -0.07
H 2.79 2.28 -0.41
H 1.69 -1.64 -0.27
H 2.08 0.24 -1.45
H 3.54 0.00 -0.23
H 1.84 -0.07 2.17
```

As for the total charge: +1. The HOMO-LUMO gap (spin up / spin down) comes out at 7.310 / 7.307 eV. The value obtained for the lowest unoccupied orbital energy (spin up / spin down) is -5.72 / -5.72 eV.

=====

Computed, not measured: 2 unconnected molecules or ions with the total composition C5H14 at a distorted geometry, with ωB97M-V with the def2-TZVPD basis set.

The geometry in XYZ format:
```
19
Properties=species:S:1:pos:R:3
C 0.97 1.12 -0.45
C -0.45 1.06 -1.04
C -1.12 2.36 -0.51
H 1.60 0.38 -0.98
H 1.21 0.69 0.52
H 1.42 2.09 -0.53
H -0.43 0.82 -2.11
H -1.00 0.14 -0.69
H -1.97 2.12 0.24
H -0.56 3.11 0.01
H -1.70 2.78 -1.34
C 0.87 -2.14 0.43
C -0.33 -1.99 1.34
H 0.73 -2.99 -0.31
H 0.89 -1.32 -0.29
H 1.83 -2.34 0.91
H -0.99 -2.89 1.27
H -0.91 -1.10 1.14
H -0.06 -1.93 2.40
```

As for the SMILES: CCC.CC. The HOMO-LUMO gap comes out at 12.046 eV. The value obtained for the lowest unoccupied orbital energy is 1.17 eV. The energy relative to the best compared isomer or geometry (same formula, charge and spin) comes out at 1.153 eV.

=====

Computed, not measured: a gas-phase ion, C2H3Cl2N2 (charge +1) at a distorted geometry, with ωB97M-V with the def2-TZVPD basis set.

The geometry in XYZ format:
```
9
Properties=species:S:1:pos:R:3
N 1.83 0.11 0.04
C 0.40 0.01 0.40
C -0.78 -0.10 -0.05
N -2.10 -0.14 -0.09
Cl -2.87 1.42 0.11
Cl -3.11 -1.51 0.00
H 2.32 -0.85 0.12
H 2.40 0.90 0.52
H 1.91 0.15 -1.04
```

As for the total charge: +1. As for the SMILES: [NH3+]C#CN(Cl)Cl. The HOMO-LUMO gap comes out at 8.756 eV. The value obtained for the lowest unoccupied orbital energy is -4.64 eV. The energy relative to the best compared isomer or geometry (same formula, charge and spin) comes out at 2.625 eV.

=====

Computed, not measured: C12H12N2O4 in the gas phase at a distorted geometry, with ωB97M-V with the def2-TZVPD basis set.

The geometry in XYZ format:
```
30
Properties=species:S:1:pos:R:3
C 4.65 -0.03 2.28
O 4.44 -0.52 0.70
C 3.16 -0.23 0.53
C 2.98 0.66 -0.54
C 1.60 0.62 -1.10
C 0.53 0.12 -0.39
C -0.81 0.61 -0.79
C -2.03 0.18 -0.04
C -3.01 0.63 -1.12
C -4.48 0.79 -0.88
O -5.25 0.97 -1.92
O -5.10 0.02 -0.04
N -2.37 1.41 -1.94
N -1.21 1.16 -1.92
C 0.68 -0.57 0.70
C 1.96 -1.01 1.36
O 2.18 -1.86 2.33
C 2.87 -2.88 1.85
H 4.51 1.02 2.26
H 5.55 -0.47 2.41
H 4.00 -0.54 2.93
H 3.70 0.97 -1.09
H 1.50 1.44 -1.84
H -2.32 -0.46 0.75
H -5.93 0.16 -0.18
H -2.88 1.75 -2.75
H -0.10 -0.89 1.20
H 3.75 -2.76 1.72
H 2.93 -3.49 2.93
H 2.32 -3.46 1.46
```

As for the SMILES: COc1ccc(-c2cc(C(=O)O)[nH]n2)cc1OC. The HOMO-LUMO gap comes out at 7.848 eV. The value obtained for the lowest unoccupied orbital energy is 0.00 eV. The energy relative to the best compared isomer or geometry (same formula, charge and spin) comes out at 13.717 eV.

=====

Computed, not measured: 2 unconnected molecules or ions with the total composition C2H5O3Si at a distorted geometry, with ωB97M-V with the def2-TZVPD basis set.

The geometry in XYZ format:
```
11
Properties=species:S:1:pos:R:3
C 1.99 0.20 -0.35
C -1.67 0.46 -0.27
O 2.26 0.90 -1.32
O 2.53 -0.80 0.12
O -0.03 -1.36 -0.02
Si 0.11 0.23 0.34
H -2.09 1.48 -0.50
H -1.80 -0.10 -1.15
H -2.26 0.28 0.55
H 0.82 -1.75 0.02
H 0.15 0.48 2.59
```

As for the total charge: -1. The HOMO-LUMO gap (spin up / spin down) comes out at 4.951 / 6.164 eV. The value obtained for the lowest unoccupied orbital energy (spin up / spin down) is 4.15 / 1.99 eV. Its spin multiplicity is 3. The energy relative to the best compared isomer or geometry (same formula, charge and spin) comes out at 0.903 eV. As for the expectation value of S²: 2.012.

=====

Computed, not measured: a molecular structure, C18H31Ge2N2OSeV, with ωB97M-V with the def2-TZVPD basis set.

The geometry in XYZ format:
```
56
Properties=species:S:1:pos:R:3
V -0.60 -0.99 -0.42
O 1.35 -1.41 -0.47
C 2.32 -1.24 0.39
C 3.65 -1.39 -0.05
C 4.72 -1.16 0.79
C 4.51 -0.77 2.11
C 3.22 -0.65 2.58
C 2.12 -0.89 1.75
C 0.77 -0.79 2.30
N -0.37 -0.79 1.63
C -1.39 -0.73 2.55
C -0.87 -0.69 3.80
N 0.50 -0.72 3.63
H 3.80 -1.67 -1.08
H 5.73 -1.27 0.41
H 5.35 -0.58 2.77
H 3.07 -0.33 3.60
H -2.42 -0.75 2.24
H -1.33 -0.66 4.77
H 1.18 -0.78 4.37
C 0.20 2.69 1.90
Ge 0.62 3.09 0.03
C 2.05 1.98 -0.68
C 1.09 4.98 -0.10
C -0.93 2.84 -1.16
Se -1.92 1.15 -1.12
C -3.06 1.51 0.40
H 1.12 2.68 2.49
H -0.28 1.71 2.00
H -0.46 3.45 2.31
H 2.88 1.89 0.02
H 2.42 2.43 -1.61
H 1.69 0.98 -0.91
H 1.98 5.20 0.49
H 0.28 5.61 0.27
H 1.29 5.26 -1.14
H -0.58 2.91 -2.19
H -1.66 3.64 -1.03
H -2.47 1.68 1.30
H -3.68 0.62 0.53
H -3.68 2.38 0.18
C -1.71 -4.47 -2.53
Ge -2.21 -2.60 -2.22
C -0.78 -1.52 -3.12
C -3.80 -2.24 -3.31
C -2.19 -2.03 -0.39
H -1.71 -4.71 -3.60
H -2.40 -5.15 -2.03
H -0.71 -4.66 -2.14
H -0.47 -2.14 -3.96
H 0.16 -1.29 -2.61
H -1.20 -0.60 -3.52
H -3.62 -2.54 -4.35
H -4.05 -1.18 -3.29
H -4.67 -2.79 -2.94
H -2.85 -2.50 0.34
```

The HOMO-LUMO gap (spin up / spin down) comes out at 7.431 / 7.381 eV. The value obtained for the lowest unoccupied orbital energy (spin up / spin down) is 0.45 / 0.45 eV. Its spin multiplicity is 3. The energy relative to the best compared isomer or geometry (same formula, charge and spin) comes out at 0.020 eV. As for the expectation value of S²: 2.170.

=====

Computed, not measured: a molecular structure, C20H22CeClNOP at a distorted geometry, with ωB97M-V with the def2-TZVPD basis set.

The geometry in XYZ format:
```
47
Properties=species:S:1:pos:R:3
Ce 0.01 0.64 2.51
Cl 0.02 1.53 4.60
P 0.01 0.57 0.08
C -1.35 -0.23 -0.70
C -1.17 -0.96 -1.87
C -2.29 -1.53 -2.51
C -3.56 -1.36 -1.97
C -3.73 -0.65 -0.79
C -2.62 -0.09 -0.15
C -0.24 2.38 -0.15
C 0.61 3.26 0.51
C 0.45 4.64 0.34
C -0.55 5.13 -0.49
C -1.40 4.24 -1.15
C -1.26 2.87 -0.98
C 1.58 0.23 -0.67
C 2.64 -0.26 0.08
C 3.88 -0.49 -0.53
C 4.04 -0.22 -1.89
C 2.98 0.30 -2.63
C 1.74 0.53 -2.01
H 1.41 2.88 1.16
H 1.12 5.33 0.86
H -0.68 6.20 -0.62
H -2.19 4.62 -1.80
H -1.92 2.18 -1.49
H -0.18 -1.11 -2.29
H -2.15 -2.10 -3.42
H -4.42 -1.80 -2.47
H -4.72 -0.53 -0.35
H -2.74 0.45 0.80
H 2.52 -0.44 1.15
H 4.71 -0.88 0.05
H 5.00 -0.40 -2.37
H 3.10 0.53 -3.69
H 0.93 0.97 -2.59
H -0.11 -5.95 -3.77
H 0.64 -5.92 -3.74
C 0.67 -3.62 3.86
C 0.09 -2.29 3.62
N -1.06 -1.87 4.16
O 0.75 -1.45 2.83
H 0.03 -4.20 4.53
H 1.67 -3.52 4.32
H 0.78 -4.16 2.90
H -1.45 -0.93 3.97
H -1.57 -2.49 4.77
```

As for the total charge: +2. The HOMO-LUMO gap (spin up / spin down) comes out at 7.423 / 7.424 eV. The value obtained for the lowest unoccupied orbital energy (spin up / spin down) is -7.21 / -7.14 eV. Its spin multiplicity is 2. The energy relative to the best compared isomer or geometry (same formula, charge and spin) comes out at 2.229 eV. As for the expectation value of S²: 0.752.